Record 1
{
  "formula": "C21H16N2O2",
  "method": "the ωB97M-V functional and the def2-TZVPD basis",
  "species": ["N", "C", "O", "C", "C", "C", "C", "C", "C", "N", "C", "O", "C", "C", "C", "C", "C", "C", "C", "C", "C", "C", "C", "C", "C", "H", "H", "H", "H", "H", "H", "H", "H", "H", "H", "H", "H", "H", "H", "H", "H"],
  "coordinates": [[-2.2468, -0.5810, -4.4766], [-0.9344, -0.1081, -4.2789], [-0.3111, -0.2730, -5.3513], [-0.3356, 0.4614, -3.1354], [0.2923, 1.6796, -3.2703], [0.7838, 2.3164, -2.1167], [0.6808, 1.6306, -0.8513], [0.0558, 0.4343, -0.7365], [-0.4865, -0.1308, -1.8988], [-1.1330, -1.2629, -1.6036], [-0.9213, -1.5852, -0.2804], [-1.3142, -2.6921, 0.0821], [-0.1805, -0.4965, 0.4348], [-1.0229, 0.1890, 1.5044], [-1.7847, 1.3962, 1.3804], [-2.5652, 1.8572, 2.4449], [-2.7162, 1.1085, 3.5981], [-1.9220, -0.0615, 3.7599], [-1.0774, -0.5360, 2.7647], [1.2512, -0.7839, 0.9123], [1.9680, 0.0147, 1.8371], [3.3060, -0.1478, 2.1639], [4.0810, -1.2744, 1.7094], [3.3285, -2.0879, 0.8088], [1.9891, -1.8218, 0.3420], [-2.4166, -0.9812, -5.3735], [-3.0189, -0.1376, -3.9757], [0.4055, 2.1339, -4.2512], [1.3688, 3.2200, -2.1529], [1.2789, 2.0812, -0.0475], [-1.0713, -2.0043, -2.2505], [-1.8842, 1.9740, 0.4278], [-3.1522, 2.7441, 2.3969], [-3.3349, 1.3497, 4.4578], [-2.0670, -0.5492, 4.8368], [-0.5087, -1.4249, 2.9839], [1.4605, 0.9026, 2.1777], [3.6926, 0.4955, 2.8610], [5.0557, -1.4990, 2.1447], [3.7612, -3.0413, 0.4589], [1.6457, -2.5085, -0.4371]],
  "forces_ev_per_angstrom": [[-0.03, 1.24, 3.38], [-1.37, -2.53, -6.90], [0.94, 0.69, 1.74], [-0.82, 0.15, 1.55], [1.04, 1.58, 1.20], [-0.28, -1.92, 0.46], [1.50, 2.03, -0.97], [-0.58, 0.05, -1.10], [1.14, 2.71, 0.03], [-0.21, -0.45, 0.55], [-1.38, -4.19, 0.15], [0.93, 1.69, 0.72], [1.04, 2.73, 0.08], [-1.01, -0.42, 2.07], [0.48, -0.86, -0.71], [-0.33, -0.92, 0.55], [1.60, -1.32, 0.19], [-1.11, -0.02, 2.21], [-0.94, 1.66, -0.63], [1.09, -1.41, 0.05], [-0.63, 0.36, -1.02], [-0.22, -2.86, -1.49], [-3.48, 0.57, -0.56], [0.48, -0.16, 0.08], [1.75, -0.24, 1.00], [0.08, 0.15, -0.43], [0.33, -0.54, -0.24], [-0.08, -0.16, 0.16], [-0.12, 0.19, -0.14], [-0.66, -0.26, -0.01], [-0.67, -1.10, -0.65], [0.61, -0.73, 0.85], [-0.19, 0.67, -0.53], [-0.08, 0.46, -0.43], [0.70, 0.62, -2.69], [0.23, -0.11, -0.45], [-0.10, 0.08, 0.51], [1.07, 1.63, 1.50], [-0.29, -0.04, -0.52], [-0.07, 0.69, 0.03], [-0.32, 0.30, 0.42]],
  "homo_ha": -0.320,
  "smiles": "NC(=O)c1cccc2c1NC(=O)C2(c1ccccc1)c1ccccc1",
  "lumo_ha": 0.017,
  "charge": 0,
  "de_lowest_kj_mol": 196.4
}

=====

Record 2
{
  "formula": "C21H17BrCrFN3O4",
  "method": "the ωB97M-V functional and the def2-TZVPD basis",
  "species": ["Cr", "O", "C", "C", "C", "C", "C", "C", "C", "O", "N", "O", "O", "H", "H", "H", "H", "C", "C", "N", "H", "H", "H", "Br", "C", "C", "C", "C", "C", "N", "H", "H", "H", "H", "F", "C", "C", "C", "C", "C", "C", "C", "H", "H", "H", "H", "H", "H"],
  "coordinates": [[-0.3466, 0.0505, -0.1981], [-0.1449, -0.4972, -2.1052], [0.8130, -1.0377, -2.6779], [2.0720, -1.3462, -2.0803], [3.0465, -1.9616, -2.8917], [4.2777, -2.2152, -2.3654], [4.6012, -1.8655, -1.0482], [3.6660, -1.2606, -0.2539], [2.3651, -0.9914, -0.7405], [1.5006, -0.4177, 0.0499], [5.3002, -2.8644, -3.2055], [6.3798, -3.0744, -2.6969], [4.9832, -3.1550, -4.3391], [0.6734, -1.2865, -3.7364], [2.8292, -2.2274, -3.9171], [5.5939, -2.0797, -0.6784], [3.8985, -0.9772, 0.7625], [0.1577, 1.3636, 4.2750], [-0.0347, 0.9590, 2.8827], [-0.1774, 0.6401, 1.7908], [-0.6023, 2.0934, 4.5475], [1.1460, 1.8069, 4.3816], [0.0730, 0.4926, 4.9215], [-2.7466, -2.2478, -1.7801], [-1.8234, -2.7690, -0.2231], [-2.0899, -4.0466, 0.2549], [-1.4137, -4.4873, 1.3723], [-0.4894, -3.6440, 1.9739], [-0.3015, -2.3893, 1.4402], [-0.9643, -1.9339, 0.3551], [-2.8090, -4.6673, -0.2568], [-1.6020, -5.4782, 1.7619], [0.0793, -3.9456, 2.8402], [0.4189, -1.7055, 1.8603], [0.5333, 4.5564, -3.1326], [-0.1432, 3.6777, -2.3940], [-0.0021, 3.7100, -1.0238], [-0.7236, 2.7887, -0.2737], [-1.5581, 1.8361, -0.8858], [-2.2487, 0.7989, -0.1045], [-1.6509, 1.8469, -2.3016], [-0.9687, 2.7663, -3.0534], [0.6365, 4.4504, -0.5660], [-0.6756, 2.8387, 0.8036], [-3.0172, 0.2550, -0.6368], [-2.5258, 1.0724, 0.9069], [-2.2756, 1.1096, -2.7882], [-1.0452, 2.7971, -4.1305]],
  "forces_ev_per_angstrom": [[0.31, 0.09, -0.09], [0.05, -0.02, -0.02], [-0.14, 0.03, 0.11], [0.01, -0.08, -0.29], [-0.05, 0.09, 0.18], [0.11, -0.03, -0.07], [0.01, -0.01, 0.00], [-0.12, -0.01, -0.03], [0.16, -0.01, 0.16], [0.07, 0.04, -0.12], [-0.16, -0.03, 0.13], [0.05, 0.01, -0.04], [0.04, 0.01, -0.05], [0.08, -0.02, 0.01], [0.00, -0.01, -0.02], [0.01, 0.00, -0.02], [-0.01, 0.01, 0.02], [-0.03, -0.06, -0.29], [0.01, -0.06, -0.06], [-0.05, 0.12, 0.46], [0.00, 0.00, 0.01], [0.00, 0.00, 0.04], [0.01, 0.00, 0.02], [-0.01, -0.01, -0.01], [-0.10, -0.10, 0.01], [0.05, 0.09, -0.04], [0.02, -0.04, 0.05], [-0.04, 0.07, -0.08], [-0.03, -0.08, -0.06], [0.02, 0.23, 0.03], [-0.01, 0.00, -0.01], [0.01, -0.01, 0.02], [0.01, -0.03, 0.02], [0.00, -0.02, 0.03], [0.01, 0.00, 0.01], [0.03, 0.05, -0.06], [-0.07, -0.09, -0.11], [0.15, -0.05, 0.05], [-0.26, -0.36, 0.04], [-0.03, 0.11, -0.02], [-0.01, 0.05, -0.02], [0.02, 0.00, 0.11], [0.02, 0.02, 0.02], [-0.03, 0.01, 0.01], [-0.05, 0.06, -0.01], [-0.04, 0.01, -0.01], [-0.02, 0.01, 0.02], [0.01, 0.01, -0.03]],
  "homo_ha": [-0.427, -0.410],
  "lumo_ha": [-0.149, -0.122],
  "charge": 1,
  "multiplicity": 2,
  "de_lowest_kj_mol": 32.2
}

=====

Record 3
{
  "formula": "C21H17BrMnN4O2Se4",
  "method": "the ωB97M-V functional and the def2-TZVPD basis",
  "species": ["Mn", "Se", "Se", "Se", "Se", "C", "O", "C", "C", "C", "Br", "C", "C", "C", "O", "C", "N", "C", "C", "C", "C", "C", "C", "N", "H", "H", "H", "H", "H", "H", "H", "H", "H", "H", "H", "N", "C", "N", "C", "C", "C", "C", "C", "C", "H", "H", "H", "H", "H", "H"],
  "coordinates": [[-1.2352, -1.6124, -2.0919], [-3.6153, -1.5873, -1.9354], [-4.2981, -3.4870, -0.8244], [-2.6803, -5.0389, -1.0963], [-0.9425, -4.0070, -2.1539], [1.3327, -1.9922, -4.0039], [0.8238, -1.5671, -2.7485], [1.7506, -1.2594, -1.7347], [3.1380, -1.1849, -1.9745], [3.9125, -0.8386, -0.8626], [5.7929, -0.7109, -1.1224], [3.4071, -0.5885, 0.3859], [1.9960, -0.6850, 0.6227], [1.1930, -1.0318, -0.5128], [-0.1676, -1.1337, -0.3702], [1.3533, -0.4674, 1.8407], [0.0104, -0.5952, 2.0085], [-0.2601, -0.3095, 3.3202], [-1.4613, -0.2910, 4.0169], [-1.4367, 0.0449, 5.3669], [-0.2460, 0.3550, 6.0158], [0.9691, 0.3387, 5.3302], [0.9389, 0.0061, 3.9927], [1.9383, -0.1036, 3.0406], [1.9212, -1.1983, -4.4684], [0.4716, -2.2330, -4.6266], [1.9527, -2.8831, -3.8883], [3.5886, -1.3802, -2.9317], [4.0825, -0.3260, 1.1876], [-0.3906, -0.9072, 0.6698], [-2.3891, -0.5378, 3.5171], [-2.3630, 0.0626, 5.9260], [-0.2604, 0.6106, 7.0666], [1.8970, 0.5776, 5.8338], [2.9196, 0.0347, 3.1915], [-0.7712, 2.3384, -3.5608], [-0.7161, 0.9906, -3.6216], [-1.2142, 0.4199, -2.5553], [-1.6137, 1.4591, -1.7181], [-2.1529, 1.4293, -0.4324], [-2.4160, 2.6410, 0.1675], [-2.1525, 3.8593, -0.4810], [-1.6058, 3.9027, -1.7462], [-1.3366, 2.6751, -2.3423], [-0.4310, 2.9686, -4.2651], [-0.2960, 0.4665, -4.4640], [-2.3468, 0.4938, 0.0721], [-2.8253, 2.6568, 1.1681], [-2.3764, 4.7852, 0.0310], [-1.3886, 4.8401, -2.2389]],
  "forces_ev_per_angstrom": [[0.43, 0.38, -0.01], [-0.21, 0.04, 0.03], [-0.30, 0.26, 0.00], [0.27, -0.26, -0.09], [-0.02, -0.26, 0.02], [0.06, -0.13, -0.05], [-0.07, 0.06, -0.04], [0.05, -0.04, -0.18], [-0.13, 0.07, 0.15], [0.01, 0.01, 0.02], [0.04, 0.01, 0.00], [-0.09, -0.01, 0.01], [0.13, -0.04, -0.38], [-0.04, 0.06, 0.24], [-0.03, -0.01, 0.04], [-0.08, 0.01, 0.22], [0.11, 0.04, -0.30], [-0.03, 0.08, 0.14], [-0.04, 0.01, 0.00], [0.01, 0.00, -0.01], [0.03, 0.00, -0.02], [-0.03, 0.01, 0.08], [-0.03, -0.05, -0.05], [0.01, -0.02, -0.10], [-0.02, -0.01, 0.00], [0.03, 0.01, 0.02], [-0.01, 0.02, 0.00], [0.01, -0.01, -0.01], [0.02, 0.00, 0.01], [0.09, -0.12, 0.23], [-0.01, 0.00, 0.00], [-0.01, 0.00, 0.00], [0.01, 0.00, 0.01], [0.01, 0.00, 0.00], [-0.01, 0.00, -0.01], [0.01, -0.08, 0.00], [-0.01, 0.02, 0.02], [-0.12, -0.17, -0.11], [0.03, 0.06, 0.12], [-0.02, 0.00, -0.01], [0.00, 0.01, 0.00], [0.00, 0.00, -0.01], [0.00, -0.03, 0.05], [-0.01, 0.03, -0.02], [0.00, 0.00, 0.00], [-0.01, -0.01, -0.03], [-0.01, 0.01, -0.01], [-0.01, 0.00, 0.01], [0.00, 0.01, 0.00], [0.00, 0.01, -0.01]],
  "homo_ha": [-0.157, -0.265],
  "lumo_ha": [-0.021, -0.089],
  "charge": 0,
  "multiplicity": 6
}

=====

| no. | strongest force on any atom (eV/A) |
| --- | --- |
| 1 | 7.48 |
| 2 | 0.48 |
| 3 | 0.58 |